Record 1
109
Properties=species:S:1:pos:R:3:forces:R:3:lowdin_charge:R:1 method="wB97M-V/def2-TZVPD" total_energy_ev=-455802.7682 homo_lumo_gap_ev=7.86 smiles="CCCCCCC[C@H]([C@H](OC)ON=O)N(CC(=O)F)[C@@H](C)CC.ClC(Cl)Cl.ClC(Cl)Cl.ClC(Cl)Cl.ClC(Cl)Cl.ClC(Cl)Cl.ClC(Cl)Cl.ClC(Cl)Cl.ClC(Cl)Cl.ClC(Cl)Cl.ClC(Cl)Cl.ClC(Cl)Cl" spin_multiplicity=1 lumo_ev=-0.57
C -3.186864 2.330698 -4.638731 -1.6 -1.1 0.8 -0.212
C -4.416129 1.697657 -3.951093 0.9 0.1 0.1 -0.251
C -3.974106 1.027766 -2.642416 -0.9 -0.6 -1.3 -0.201
C -3.311582 -0.334355 -2.931347 0.9 0.6 0.8 -0.183
C -1.833766 -0.411513 -2.504497 -0.4 -0.4 -0.1 -0.205
C -1.486771 -1.797775 -1.991286 0.4 0.0 -0.6 -0.198
C -0.029286 -1.974144 -1.580802 -0.5 -0.1 0.4 -0.115
C 0.396652 -0.924861 -0.540202 0.3 -0.7 0.2 -0.232
C 1.215599 0.209219 -1.149558 -0.7 0.6 -0.5 -0.341
O 2.028086 -0.251386 -2.190283 0.5 -0.1 0.4 -0.130
C 3.305300 0.355658 -2.308827 -0.1 -0.3 -0.7 -0.108
O 1.978347 0.925369 -0.179343 0.6 -0.3 0.1 -0.088
N 1.335636 2.147758 0.221009 -0.5 0.5 0.2 0.028
O 1.719117 3.068659 -0.370579 0.2 -0.4 0.1 0.053
N 1.010437 -1.572540 0.615035 0.7 0.5 0.0 -0.071
C 2.373990 -1.969725 0.383831 0.2 -0.3 -0.2 -0.112
C 2.647245 -3.369432 0.889142 -2.8 -2.3 -0.1 -0.394
O 1.832462 -4.288193 0.856727 2.8 2.4 0.3 0.076
F 3.897969 -3.547620 1.363987 -0.3 -0.1 -0.2 0.085
C 0.735031 -0.893069 1.883819 -0.9 -0.4 0.7 -0.339
C -0.655408 -1.389429 2.342031 1.0 -0.2 -0.7 -0.075
C 1.738938 -1.182612 2.987958 -0.1 0.4 0.8 -0.188
C 1.196230 -0.710213 4.350180 0.4 0.0 -0.5 -0.138
H -2.445701 2.577150 -3.892630 -0.2 0.1 0.2 0.010
H -3.478921 3.212025 -5.192778 0.0 0.1 -0.2 0.002
H -2.727980 1.590628 -5.282402 0.2 0.0 -0.4 0.068
H -4.817439 0.933095 -4.602608 -0.4 -0.2 -0.2 0.097
H -5.208637 2.416951 -3.787863 0.0 0.2 0.1 0.046
H -4.874275 0.830747 -2.073973 -0.1 0.1 0.5 0.099
H -3.316005 1.695829 -2.105437 0.1 0.1 0.4 0.099
H -3.354554 -0.581732 -3.982842 -0.3 -0.2 -0.3 0.107
H -3.836913 -1.085728 -2.355946 -0.2 -0.4 -0.1 0.101
H -1.175494 -0.194827 -3.342558 0.1 0.3 -0.2 0.113
H -1.659239 0.342272 -1.746124 0.1 0.2 0.3 0.093
H -1.691622 -2.504488 -2.790788 -0.1 -0.2 -0.2 0.118
H -2.149120 -2.087481 -1.182052 -0.1 0.1 0.4 0.107
H 0.629191 -2.038815 -2.436179 0.1 0.3 -0.2 0.116
H 0.029748 -2.927816 -1.073232 0.2 -0.3 0.1 0.117
H -0.515339 -0.475711 -0.170636 -0.2 0.2 0.2 0.134
H 0.515749 0.930522 -1.576327 -0.1 0.2 -0.2 0.119
H 3.971880 0.072820 -1.511893 0.1 0.1 0.5 0.022
H 3.245975 1.428108 -2.434073 0.0 0.4 0.2 0.081
H 3.733910 -0.045119 -3.217633 0.0 -0.2 -0.3 0.084
H 3.130751 -1.264808 0.718102 0.2 0.0 0.3 0.122
H 2.521745 -2.049405 -0.690289 0.1 -0.1 -0.3 0.135
H 0.664129 0.189443 1.799074 0.2 0.3 -0.4 0.123
H -1.199556 -0.652972 2.904471 -0.3 0.1 0.3 0.039
H -1.184843 -1.701445 1.456219 -0.5 0.2 -0.2 0.034
H -0.491494 -2.295846 2.904688 -0.2 -0.3 0.4 0.037
H 1.925509 -2.246530 3.092639 0.2 -0.3 -0.3 0.110
H 2.681322 -0.662867 2.857061 0.3 -0.1 -0.4 0.111
H 1.994703 -0.478146 5.045541 0.3 -0.1 0.1 0.069
H 0.626890 0.198864 4.232808 -0.2 0.1 -0.1 0.009
H 0.582994 -1.469079 4.806456 -0.4 -0.1 0.2 0.046
Cl -3.229647 -3.398138 2.184558 -0.2 -0.1 0.1 0.581
C -3.299235 -4.309551 3.698301 0.1 0.1 0.0 -1.500
Cl -1.876939 -3.999795 4.687710 -0.1 0.1 0.0 0.532
Cl -4.772867 -3.927092 4.597484 0.0 0.0 0.0 0.551
H -3.320180 -5.362001 3.450084 0.0 0.0 0.0 0.015
Cl 6.755717 -1.725803 -3.909531 0.0 0.0 0.0 0.537
C 6.945327 -1.176974 -2.242194 -0.1 0.0 -0.1 -1.547
Cl 6.654524 0.562807 -2.120870 0.2 0.0 0.0 0.559
Cl 5.877096 -2.072869 -1.160893 0.0 0.0 -0.1 0.543
H 7.964901 -1.369598 -1.928412 -0.3 0.1 -0.1 -0.100
Cl 0.721086 3.539037 -3.082484 0.0 0.0 -0.1 0.579
C 0.471438 3.443493 -4.828610 -0.1 0.1 -0.1 -1.487
Cl 0.797319 1.814647 -5.419502 0.0 0.0 0.0 0.550
Cl -1.165082 3.944158 -5.253196 1.4 0.9 -0.5 0.625
H 1.166267 4.121806 -5.304016 0.1 0.0 0.0 0.011
Cl 1.263170 -6.151948 3.241218 0.0 0.0 0.0 0.556
C 1.215141 -7.120025 4.713437 0.0 0.2 -0.1 -1.546
Cl 2.627028 -6.794803 5.721079 0.0 0.0 0.0 0.522
Cl -0.274329 -6.817663 5.614442 0.1 -0.2 0.1 0.496
H 1.234177 -8.164563 4.435253 0.0 0.0 0.0 0.010
Cl 0.929212 1.893887 8.591969 0.0 0.0 0.0 0.531
C -0.236816 0.880943 7.739511 0.0 0.1 0.0 -1.516
Cl -0.494363 1.478509 6.094498 0.1 0.2 0.4 0.540
Cl 0.283595 -0.802680 7.749593 -0.1 0.0 0.0 0.554
H -1.181137 0.938209 8.263268 0.0 0.0 0.0 0.013
Cl 9.670815 -1.960088 -0.475039 0.3 0.0 0.2 0.579
C 9.304249 -1.760100 1.248236 -0.1 -0.1 0.1 -1.533
Cl 7.802523 -2.577697 1.665342 0.1 0.0 0.1 0.539
Cl 10.640918 -2.348413 2.227826 0.0 0.0 0.0 0.527
H 9.181625 -0.703149 1.444218 0.0 0.0 0.0 -0.008
Cl -7.032102 4.531549 -6.182258 -0.1 0.0 0.1 0.520
C -6.071691 5.686552 -5.262329 0.0 -0.2 0.0 -1.532
Cl -5.803022 5.105578 -3.619333 0.0 0.1 0.0 0.557
Cl -4.532474 6.000689 -6.070765 0.0 0.0 0.0 0.518
H -6.619157 6.617144 -5.207981 0.0 0.0 0.0 0.011
Cl -4.612084 0.682672 2.608574 0.0 0.0 0.0 0.524
C -4.556939 -0.197430 4.140230 0.0 0.0 0.0 -1.541
Cl -3.015753 0.080178 4.955942 -0.3 -0.1 -0.1 0.514
Cl -5.907482 0.262617 5.174796 0.1 -0.2 0.0 0.513
H -4.640509 -1.252396 3.922705 0.0 -0.1 0.0 -0.060
Cl -7.895211 4.668785 -10.609863 0.0 0.0 0.0 0.521
C -6.510065 3.587277 -10.447193 0.0 0.0 0.1 -1.555
Cl -5.353310 4.225784 -9.281616 0.1 0.0 -0.1 0.501
Cl -7.034667 1.967425 -9.983967 0.0 0.0 0.0 0.522
H -6.020884 3.520415 -11.408904 0.0 0.0 0.0 0.009
Cl -7.452162 3.155729 4.494898 -0.1 0.2 0.0 0.506
C -8.173059 3.872189 5.932637 0.0 -0.1 -0.1 -1.553
Cl -9.853998 4.322609 5.640140 0.0 0.0 0.0 0.523
Cl -8.052828 2.767963 7.305724 0.0 0.0 0.0 0.516
H -7.622208 4.770168 6.175355 0.0 0.0 0.0 0.010
Cl 11.189336 1.169090 2.824396 0.0 0.1 0.0 0.521
C 12.904121 1.358187 2.446942 0.0 0.0 0.1 -1.552
Cl 13.541815 2.833953 3.168694 0.0 0.0 0.0 0.530
Cl 13.819728 -0.049615 2.983002 0.0 0.0 0.0 0.523
H 13.004579 1.436780 1.373344 0.0 0.0 0.0 0.012


Record 2
36
Properties=species:S:1:pos:R:3:forces:R:3:lowdin_charge:R:1 method="wB97M-V/def2-TZVPD" total_energy_ev=-65179.5616 homo_lumo_gap_ev=8.53 smiles=c1ccc(-c2cc(SSc3cc(-c4ccccc4)sn3)ns2)cc1 spin_multiplicity=1 lumo_ev=-0.35
C 3.432482 -0.403193 3.325809 -0.1 -0.4 2.9 -0.136
C 4.191723 0.535985 2.679916 1.0 -0.1 -2.9 -0.060
C 4.110217 0.570305 1.243134 0.3 0.3 1.3 -0.035
C 3.187101 -0.172367 0.510663 0.3 0.8 0.0 -0.235
C 2.946285 0.012012 -0.962583 1.3 -0.5 1.5 -0.401
C 1.808207 -0.427965 -1.595139 2.7 0.9 2.7 -0.141
C 1.933901 -0.136676 -2.927270 1.1 -0.6 -0.9 -0.834
S 0.519243 -0.411331 -3.888560 -0.7 -0.3 -2.0 0.655
S -0.084099 -2.410014 -3.634266 1.5 0.1 -0.9 0.664
C -1.080213 -2.237010 -2.251713 -0.6 0.8 2.3 -0.868
C -1.890695 -1.077855 -2.115574 -0.8 2.0 -0.2 -0.181
C -2.403429 -1.029472 -0.860317 -2.0 1.9 0.1 -0.501
C -3.159754 0.159909 -0.331401 -1.2 0.5 1.5 -0.187
C -3.408307 0.255530 1.066646 1.5 2.9 -1.5 -0.031
C -3.686453 1.505448 1.728216 -0.8 -3.3 -1.6 -0.047
C -4.142000 2.514873 0.919497 -0.4 1.1 1.9 -0.114
C -4.166735 2.356810 -0.432733 -0.1 1.7 -2.2 -0.110
C -3.660891 1.265556 -1.073880 0.6 -2.2 0.1 -0.043
S -2.071204 -2.434368 0.031211 1.4 -0.1 -1.1 1.038
N -0.998121 -2.982035 -1.153308 -0.5 -0.5 -0.7 -0.291
N 3.093142 0.323454 -3.355853 -0.3 0.9 -0.6 -0.298
S 4.150243 0.694350 -2.085263 -3.2 -1.6 0.1 1.026
C 2.416598 -1.007100 1.278859 -2.4 -1.6 1.5 -0.048
C 2.445378 -1.098322 2.685675 0.3 -1.2 -0.9 -0.081
H 3.566010 -0.741426 4.392055 0.1 1.2 -0.9 0.122
H 4.976186 1.158986 3.106266 -0.3 -0.4 0.3 0.103
H 4.865831 1.120166 0.705233 -0.1 0.6 0.0 0.091
H 1.097643 -0.952461 -1.002239 -0.9 -0.1 -0.3 0.094
H -2.067694 -0.136282 -2.772206 0.7 -2.3 0.8 0.129
H -2.984069 -0.499744 1.617313 0.5 -1.8 1.6 0.044
H -3.740286 1.426637 2.798717 0.1 0.7 0.3 0.100
H -4.535519 3.416874 1.394754 0.3 -0.1 -0.4 0.112
H -4.463061 3.198563 -1.107187 -0.1 -0.8 0.9 0.126
H -3.732177 1.188344 -2.140660 0.2 0.2 -0.4 0.102
H 1.676580 -1.694037 0.896378 -0.1 0.1 -0.8 0.103
H 1.857937 -1.852144 3.309810 0.7 1.1 -1.4 0.132


Record 3
29
Properties=species:S:1:pos:R:3:forces:R:3:lowdin_charge:R:1 method="wB97M-V/def2-TZVPD" total_energy_ev=-35143.4143 homo_lumo_gap_ev="8.04 / 8.05" spin_multiplicity=1 lumo_ev="0.19 / 0.19"
C 1.390917 1.235155 -0.340839 0.3 1.5 -1.4 -0.252
C 2.822131 -0.584979 0.459502 3.0 -2.2 0.6 -0.283
C 2.745259 0.505145 -0.538331 -0.3 0.7 -1.1 -0.651
C -2.830055 -2.021164 -0.481966 0.1 0.1 -1.0 -0.120
C -2.623204 -0.727629 0.313535 2.4 -0.6 2.3 -0.288
C -2.163294 0.458713 -0.594810 -1.7 0.8 2.3 -0.183
C -1.443935 1.667344 0.137470 -1.4 -2.0 -0.6 -0.178
N 0.557121 -1.027529 0.359899 -0.1 2.4 0.3 0.132
N 0.760500 0.796031 0.833703 -0.5 -3.0 1.2 -0.062
N 1.698697 -1.501363 0.255969 -0.8 1.9 0.5 -0.800
N -0.481930 1.180042 1.100218 -0.2 0.3 1.8 -0.081
S 1.955077 -3.008930 -0.160968 0.8 -3.2 -0.7 0.594
S 4.156223 1.602409 -0.518404 0.5 -0.1 -2.5 0.823
H 1.609502 2.338523 -0.310927 -0.5 -0.9 0.1 0.129
H 0.728226 1.016093 -1.175164 0.1 0.3 -0.6 0.105
H 3.807442 -1.247375 0.620405 -2.2 1.7 -1.0 0.157
H 2.630696 -0.088120 1.367484 -0.1 0.3 1.5 0.093
H 2.772688 0.184348 -1.580168 0.0 -0.5 0.1 0.100
H -1.947527 -2.660369 -0.408980 0.0 0.0 0.1 0.057
H -3.713002 -2.649302 -0.265219 0.3 0.6 0.2 0.072
H -2.884982 -1.735544 -1.551658 -0.2 -0.3 0.4 0.071
H -3.431878 -0.526199 1.001727 -0.8 0.5 -0.4 0.087
H -1.793379 -0.963312 1.142329 -1.4 0.4 -2.0 0.099
H -1.422019 0.073374 -1.231543 0.4 -0.6 -1.6 0.064
H -3.129308 0.848626 -1.022009 1.3 -0.3 -0.5 0.126
H -2.247780 2.246711 0.619835 0.8 0.1 0.1 0.118
H -0.933459 2.244824 -0.632662 -0.1 0.3 0.3 0.101
H -0.822144 0.559927 1.879128 0.2 1.5 -1.2 0.150
H 4.233423 1.784557 0.722438 0.1 0.4 2.8 -0.179


Record 4
22
Properties=species:S:1:pos:R:3:forces:R:3:lowdin_charge:R:1 method="wB97M-V/def2-TZVPD" total_energy_ev=-53073.3170 charge=+7 homo_lumo_gap_ev=6.43 spin_multiplicity=1 lumo_ev=-24.78
Na -0.598056 -2.574496 -2.853257 -0.5 -1.4 -0.8 0.915
Na 3.596747 0.723578 -0.332004 0.6 0.7 1.1 0.854
Na -0.615069 -2.656601 0.655414 -1.3 -0.1 1.5 0.773
Na -0.246011 0.561208 -3.545487 -0.7 0.9 -0.6 0.861
Na -2.919316 -0.684817 -1.469006 -1.7 0.5 1.0 0.832
Na 3.348324 0.183040 -3.510348 1.0 -0.2 -1.5 0.923
Na 2.258397 -0.634107 2.790186 -0.3 0.5 1.9 0.855
Na 1.916587 3.001048 -1.997258 -0.3 1.8 0.0 0.912
Na 2.895418 -2.537152 -0.259827 0.7 -1.3 0.4 0.914
C 0.690149 -0.191836 -0.774716 0.0 -0.2 1.5 -0.882
O 1.218641 -0.497950 0.351022 1.6 -0.8 -0.5 -0.070
O -0.471755 -0.587218 -1.034065 -1.3 -1.3 -1.8 -0.058
O 1.328115 0.528045 -1.632636 1.8 1.0 -1.6 -0.137
O -2.453068 -1.434986 1.487186 0.2 0.2 -1.0 -0.054
H -2.272373 -0.479064 1.375018 -0.3 -0.1 0.4 0.013
H -3.358538 -1.473391 1.862568 0.4 -0.4 0.2 0.135
O 0.519785 1.241533 2.617253 0.6 -0.4 -0.7 0.005
H 0.284344 2.162149 2.415984 0.1 0.1 0.7 0.099
H 0.660293 0.833156 1.753940 -0.6 0.3 0.0 -0.035
O -2.176441 1.223135 0.685654 0.2 -0.5 -0.2 0.001
H -2.148402 1.937641 1.348477 -0.4 0.0 -0.2 0.125
H -1.457776 1.357074 0.065899 0.0 0.6 0.3 0.019